[1]
Molecular formula: C22H16N3O2PtS2
Method: DFT, ωB97M-V/def2-TZVPD

Summary:
Total charge = +1
Multiplicity = 1
Frontier orbital gap = 7.0 eV
Energy above the lowest of the compared OMol25 structures with the same formula, charge and spin = 0.000 eV

Positions of all 46 atoms, in Å:
Pt (0.906, 0.280, 1.492)
S (2.583, -4.498, -3.514)
C (4.103, -5.219, -3.244)
C (4.697, -4.749, -2.114)
C (3.900, -3.783, -1.453)
C (2.713, -3.536, -2.092)
C (1.649, -2.607, -1.706)
C (1.785, -1.832, -0.536)
N (0.866, -0.983, -0.119)
C (-0.240, -0.795, -0.888)
C (-0.481, -1.518, -2.052)
C (-1.687, -1.237, -2.786)
C (-2.543, -0.271, -2.387)
C (-2.275, 0.526, -1.218)
C (-3.083, 1.576, -0.758)
C (-2.728, 2.300, 0.367)
C (-1.525, 1.949, 1.018)
N (-0.760, 0.962, 0.594)
C (-1.121, 0.247, -0.497)
C (-3.544, 3.400, 0.879)
C (-4.727, 3.871, 0.372)
C (-5.255, 4.952, 1.115)
C (-4.465, 5.285, 2.174)
S (-3.084, 4.297, 2.277)
C (0.489, -2.450, -2.444)
H (4.480, -5.954, -3.937)
H (5.664, -5.077, -1.766)
H (4.213, -3.296, -0.540)
H (2.663, -1.933, 0.084)
H (-1.890, -1.813, -3.680)
H (-3.442, -0.068, -2.955)
H (-3.988, 1.817, -1.299)
H (-1.164, 2.475, 1.894)
H (-5.214, 3.465, -0.503)
H (-6.177, 5.459, 0.875)
H (-4.623, 6.065, 2.901)
H (0.330, -3.028, -3.346)
N (2.568, -0.383, 2.525)
C (2.937, 0.626, 3.572)
C (1.965, 1.807, 3.595)
O (2.248, 2.803, 4.198)
O (0.826, 1.611, 2.956)
H (2.212, -1.217, 2.984)
H (3.381, -0.668, 1.991)
H (3.948, 0.989, 3.418)
H (2.892, 0.152, 4.552)

Atoms 1-2, force components in eV/Å:
Pt 0.208 -0.001 -0.311
S -0.001 -0.005 0.002

=====

[2]
Molecular formula: C22H17AuN4S
Method: DFT, ωB97M-V/def2-TZVPD

Summary:
Total charge = 0
Multiplicity = 1
Frontier orbital gap = 7.2 eV
Energy above the lowest of the compared OMol25 structures with the same formula, charge and spin = 0.000 eV

Positions of all 45 atoms, in Å:
Au (1.037, -1.491, -0.153)
C (2.297, 2.398, 4.606)
C (1.438, 2.269, 3.525)
C (1.609, 1.222, 2.629)
C (2.624, 0.301, 2.829)
C (3.490, 0.425, 3.906)
C (3.323, 1.476, 4.792)
N (2.749, -0.719, 1.818)
N (3.389, -1.711, 2.160)
C (3.472, -2.737, 1.138)
C (4.517, -3.629, 1.335)
C (4.708, -4.668, 0.438)
C (3.837, -4.794, -0.634)
C (2.790, -3.894, -0.807)
C (2.556, -2.846, 0.088)
H (2.175, 3.219, 5.300)
H (0.644, 2.989, 3.371)
H (0.961, 1.102, 1.769)
H (4.284, -0.299, 4.031)
H (4.000, 1.583, 5.630)
H (5.185, -3.478, 2.174)
H (5.519, -5.371, 0.577)
H (3.959, -5.614, -1.332)
H (2.131, -4.031, -1.655)
S (-4.966, 0.061, -2.532)
C (-3.324, -0.193, -1.881)
C (-3.070, -0.060, -0.525)
C (-1.774, -0.226, -0.069)
N (-0.756, -0.529, -0.879)
C (-1.005, -0.674, -2.185)
C (-2.269, -0.515, -2.722)
C (-4.852, 1.810, -2.867)
C (-5.185, 2.741, -1.895)
C (-5.061, 4.089, -2.201)
N (-4.644, 4.542, -3.381)
C (-4.341, 3.637, -4.309)
C (-4.429, 2.268, -4.106)
H (-3.865, 0.171, 0.170)
H (-1.535, -0.113, 0.980)
H (-0.157, -0.925, -2.806)
H (-2.428, -0.651, -3.783)
H (-5.536, 2.426, -0.922)
H (-5.311, 4.839, -1.460)
H (-4.011, 4.025, -5.266)
H (-4.176, 1.574, -4.897)

Atoms 1-2, force components in eV/Å:
Au -0.073 -0.606 -0.703
C 0.017 -0.015 0.013

=====

[3]
Molecular formula: C22H17BF5MnO2S
Method: DFT, ωB97M-V/def2-TZVPD

Summary:
Total charge = +1
Multiplicity = 4
Frontier orbital gap (alpha / beta) = 5.6 / 6.9 eV
Energy above the lowest of the compared OMol25 structures with the same formula, charge and spin = 0.280 eV

Positions of all 49 atoms, in Å:
Mn (2.676, 0.307, -0.526)
F (8.543, 3.330, -0.162)
C (7.243, 3.111, -0.116)
C (6.741, 1.854, -0.422)
F (7.549, 0.861, -0.755)
C (5.380, 1.681, -0.363)
F (4.870, 0.430, -0.643)
C (4.480, 2.666, -0.022)
S (2.724, 2.401, 0.029)
C (5.011, 3.910, 0.286)
F (4.208, 4.909, 0.627)
C (6.378, 4.135, 0.239)
F (6.864, 5.329, 0.531)
C (-6.347, 0.282, 0.072)
C (-5.187, -0.652, -0.272)
C (-5.255, -1.876, 0.652)
C (-5.346, -1.104, -1.730)
C (-3.826, 0.028, -0.094)
C (-3.702, 1.326, 0.410)
C (-2.472, 1.959, 0.590)
C (-1.366, 1.231, 0.242)
O (-0.016, 1.599, 0.296)
B (0.641, 0.499, -0.161)
O (-0.181, -0.540, -0.516)
C (-1.467, -0.047, -0.255)
C (-2.668, -0.681, -0.438)
H (-7.289, -0.243, -0.092)
H (-6.352, 1.174, -0.556)
H (-6.325, 0.593, 1.118)
H (-6.214, -2.382, 0.533)
H (-5.153, -1.582, 1.698)
H (-4.467, -2.596, 0.423)
H (-6.328, -1.559, -1.872)
H (-4.597, -1.845, -2.011)
H (-5.262, -0.258, -2.414)
H (-4.592, 1.878, 0.672)
H (-2.398, 2.965, 0.978)
H (-2.707, -1.687, -0.831)
C (2.258, -3.996, 0.402)
C (2.216, -3.326, 1.627)
C (2.358, -1.948, 1.696)
C (2.562, -1.293, 0.501)
C (2.613, -1.930, -0.724)
C (2.450, -3.313, -0.787)
H (2.137, -5.070, 0.379)
H (2.061, -3.885, 2.540)
H (2.310, -1.422, 2.639)
H (2.762, -1.395, -1.682)
H (2.481, -3.830, -1.735)

Atoms 1-2, force components in eV/Å:
Mn 0.252 -0.339 -0.033
F 0.019 -0.001 0.003

=====

[4]
Molecular formula: C22H17Br2CoN3O3SSe3Te
Method: DFT, ωB97M-V/def2-TZVPD

Summary:
Total charge = -2
Multiplicity = 2
Frontier orbital gap (alpha / beta) = 4.5 / 4.5 eV
Energy above the lowest of the compared OMol25 structures with the same formula, charge and spin = 0.000 eV

Positions of all 53 atoms, in Å:
Co (0.425, -0.204, -0.042)
Se (0.107, 2.611, 2.087)
Se (1.478, 4.383, 1.604)
Te (1.435, 4.481, -0.957)
Se (-0.175, 2.775, -1.627)
C (-3.367, 3.242, 3.732)
C (-3.255, 2.393, 2.496)
C (-3.305, 2.973, 1.235)
C (-3.121, 2.211, 0.094)
C (-2.890, 0.851, 0.221)
C (-2.884, 0.242, 1.465)
C (-3.055, 1.020, 2.596)
S (-2.765, -0.133, -1.237)
O (-2.949, 0.745, -2.375)
O (-3.735, -1.203, -1.099)
N (-1.250, -0.727, -1.198)
C (-0.980, -1.719, -2.105)
C (-1.824, -2.188, -3.112)
C (-1.450, -3.236, -3.960)
C (-0.236, -3.863, -3.867)
C (0.671, -3.417, -2.886)
C (1.956, -3.978, -2.718)
C (2.799, -3.487, -1.764)
C (2.361, -2.418, -0.965)
N (1.174, -1.885, -1.087)
C (0.312, -2.354, -2.021)
H (-2.990, 4.247, 3.542)
H (-2.779, 2.814, 4.544)
H (-4.406, 3.323, 4.068)
H (-3.423, 4.047, 1.144)
H (-3.120, 2.658, -0.889)
H (-2.704, -0.820, 1.546)
H (-2.982, 0.557, 3.574)
H (-2.796, -1.741, -3.243)
H (-2.159, -3.554, -4.717)
H (0.042, -4.676, -4.528)
H (2.258, -4.796, -3.364)
H (3.791, -3.895, -1.619)
H (3.011, -1.989, -0.210)
O (1.822, 0.763, -2.339)
C (1.008, 0.866, -1.504)
Br (6.178, 1.313, 3.253)
C (4.580, 0.877, 2.316)
C (3.930, -0.312, 2.590)
C (2.774, -0.592, 1.883)
N (2.263, 0.229, 0.959)
C (2.908, 1.370, 0.724)
C (4.079, 1.741, 1.369)
H (4.297, -1.002, 3.335)
H (2.208, -1.494, 2.072)
H (2.484, 2.044, -0.005)
H (4.533, 2.693, 1.144)
Br (-0.281, -1.790, 1.843)

Atoms 1-2, force components in eV/Å:
Co 0.067 -0.099 0.128
Se -0.099 -0.303 0.247

=====

[5]
Molecular formula: C22H17Br2N3OPm
Method: DFT, ωB97M-V/def2-TZVPD

Summary:
Total charge = +1
Multiplicity = 5
Frontier orbital gap (alpha / beta) = 7.3 / 7.4 eV

Positions of all 46 atoms, in Å:
Pm (0.702, 0.066, 0.372)
C (-1.019, -1.624, -2.125)
C (-1.855, -0.427, -1.807)
C (-3.057, -0.164, -2.412)
C (-3.760, 0.979, -2.132)
C (-3.235, 1.879, -1.155)
C (-3.908, 2.983, -0.675)
Br (-5.613, 3.474, -1.340)
C (-3.294, 3.774, 0.267)
C (-2.003, 3.496, 0.761)
Br (-1.310, 4.579, 2.131)
C (-1.375, 2.334, 0.419)
O (-0.269, 1.892, 0.977)
C (-1.968, 1.535, -0.608)
N (-1.313, 0.415, -0.898)
H (-0.398, -1.425, -3.020)
H (-1.666, -2.503, -2.281)
H (-0.322, -1.892, -1.365)
H (-3.405, -0.860, -3.180)
H (-4.692, 1.172, -2.563)
H (-3.911, 4.579, 0.626)
C (2.187, -2.734, 1.549)
N (2.035, -1.981, 0.318)
C (2.904, -2.050, -0.661)
C (2.789, -1.110, -1.701)
C (3.578, -0.917, -2.822)
C (3.116, 0.212, -3.472)
C (2.016, 0.663, -2.762)
N (1.800, -0.108, -1.670)
C (1.639, -1.801, 2.637)
C (2.078, -0.478, 2.673)
C (1.293, 0.509, 3.272)
C (0.146, 0.151, 4.036)
C (-0.060, -1.213, 4.276)
C (0.668, -2.150, 3.571)
H (3.202, -3.029, 1.791)
H (1.559, -3.670, 1.595)
H (3.682, -2.773, -0.644)
H (4.419, -1.519, -3.181)
H (3.549, 0.697, -4.343)
H (1.401, 1.509, -3.020)
H (2.949, -0.228, 2.101)
H (1.625, 1.560, 3.127)
H (-0.431, 0.844, 4.624)
H (-0.822, -1.440, 4.996)
H (0.349, -3.203, 3.716)

Atoms 1-2, force components in eV/Å:
Pm -0.017 -0.050 -0.220
C -0.789 -0.373 -1.247

=====

[6]
Molecular formula: C22H17Cl2NO3
Method: DFT, ωB97M-V/def2-TZVPD

Summary:
Total charge = 0
Multiplicity = 1
Frontier orbital gap = 8.9 eV
Energy above the lowest of the compared OMol25 structures with the same formula, charge and spin = 0.860 eV

Positions of all 45 atoms, in Å:
O (-0.967, -1.504, -2.107)
C (-1.990, -1.604, -1.470)
N (-2.688, -0.549, -0.956)
C (-2.274, 0.771, -0.835)
C (-1.096, 1.255, -1.399)
C (-0.725, 2.573, -1.215)
C (-1.510, 3.437, -0.474)
C (-2.689, 2.969, 0.086)
C (-3.076, 1.647, -0.090)
Cl (-4.547, 1.074, 0.621)
Cl (-3.680, 4.039, 1.007)
H (-1.224, 4.466, -0.327)
H (0.189, 2.936, -1.660)
H (-0.488, 0.582, -1.979)
H (-3.555, -0.742, -0.465)
C (-2.651, -2.947, -1.196)
H (-1.972, -3.708, -1.582)
H (-3.568, -2.996, -1.787)
C (-2.981, -3.194, 0.290)
C (-2.331, -2.210, 1.256)
O (-2.998, -1.647, 2.097)
C (-0.890, -1.943, 1.089)
C (0.007, -2.850, 0.525)
C (1.325, -2.502, 0.340)
C (1.775, -1.229, 0.696)
C (0.896, -0.332, 1.300)
C (-0.416, -0.695, 1.499)
H (-1.106, -0.008, 1.965)
H (1.245, 0.641, 1.615)
O (3.094, -0.971, 0.496)
C (3.543, 0.320, 0.346)
C (2.845, 1.275, -0.385)
C (3.389, 2.536, -0.551)
C (4.623, 2.848, -0.005)
C (5.323, 1.887, 0.705)
C (4.788, 0.625, 0.884)
H (5.320, -0.136, 1.433)
H (6.289, 2.122, 1.126)
H (5.039, 3.834, -0.139)
H (2.847, 3.278, -1.117)
H (1.891, 1.023, -0.824)
H (2.028, -3.194, -0.095)
H (-0.319, -3.839, 0.243)
H (-2.660, -4.198, 0.576)
H (-4.057, -3.141, 0.465)

Atoms 1-2, force components in eV/Å:
O 0.138 0.055 -0.128
C -0.191 -0.382 -0.349

=====

[7]
Molecular formula: C22H17ClN2O2
Method: DFT, ωB97M-V/def2-TZVPD

Summary:
Total charge = 0
Multiplicity = 1
Frontier orbital gap = 7.6 eV
Energy above the lowest of the compared OMol25 structures with the same formula, charge and spin = 0.000 eV

Positions of all 44 atoms, in Å:
C (-0.338, 3.052, 0.379)
H (0.279, 2.999, 1.280)
O (-1.152, 1.910, 0.237)
C (-0.552, 0.688, 0.079)
C (0.822, 0.529, 0.077)
C (1.434, -0.719, -0.089)
C (0.606, -1.834, -0.250)
C (-0.761, -1.691, -0.248)
C (-1.374, -0.447, -0.087)
O (-2.727, -0.496, -0.107)
C (-3.524, 0.665, 0.022)
C (-4.978, 0.271, -0.026)
C (-5.386, -1.011, 0.315)
C (-6.726, -1.356, 0.288)
C (-7.665, -0.406, -0.076)
C (-7.276, 0.880, -0.415)
C (-5.934, 1.210, -0.391)
H (-5.628, 2.211, -0.659)
H (-8.017, 1.612, -0.698)
Cl (-9.342, -0.828, -0.109)
H (-7.040, -2.354, 0.550)
H (-4.647, -1.744, 0.596)
H (-3.318, 1.164, 0.979)
H (-3.305, 1.375, -0.784)
H (-1.408, -2.545, -0.375)
H (1.039, -2.815, -0.380)
C (2.860, -0.914, -0.096)
C (3.866, -0.008, -0.029)
C (3.693, 1.391, 0.039)
N (3.599, 2.533, 0.123)
C (5.282, -0.412, -0.051)
N (6.125, 0.462, -0.597)
C (7.406, 0.162, -0.654)
C (7.935, -1.025, -0.169)
C (7.066, -1.932, 0.418)
C (5.719, -1.626, 0.484)
H (5.025, -2.302, 0.962)
H (7.434, -2.863, 0.825)
H (8.992, -1.229, -0.239)
H (8.036, 0.913, -1.113)
H (3.158, -1.951, -0.193)
H (1.450, 1.391, 0.208)
H (0.305, 3.202, -0.492)
H (-1.032, 3.888, 0.466)

Atoms 1-2, force components in eV/Å:
C 0.157 0.219 0.027
H 0.002 -0.009 -0.044

=====

[8]
Molecular formula: C22H17ClN2O9S
Method: DFT, ωB97M-V/def2-TZVPD

Summary:
Total charge = 0
Multiplicity = 1
Frontier orbital gap = 8.1 eV
Energy above the lowest of the compared OMol25 structures with the same formula, charge and spin = 0.000 eV

Positions of all 52 atoms, in Å:
C (-9.125, -0.770, -0.134)
H (-9.186, -1.306, 0.816)
H (-9.591, -1.347, -0.928)
H (-9.617, 0.198, -0.021)
O (-7.769, -0.593, -0.513)
C (-7.022, 0.148, 0.320)
O (-7.462, 0.647, 1.327)
C (-5.620, 0.285, -0.140)
C (-5.174, -0.281, -1.331)
C (-3.856, -0.130, -1.714)
C (-2.967, 0.585, -0.922)
C (-3.416, 1.157, 0.264)
C (-4.730, 1.005, 0.654)
H (-5.091, 1.436, 1.575)
H (-2.728, 1.712, 0.884)
C (-1.530, 0.751, -1.340)
N (-0.669, 0.630, -0.180)
C (0.521, 1.324, -0.053)
C (1.186, 1.862, -1.146)
C (2.403, 2.525, -0.990)
C (2.971, 2.633, 0.297)
C (2.282, 2.095, 1.390)
C (1.079, 1.457, 1.229)
H (0.537, 1.073, 2.077)
H (2.714, 2.204, 2.372)
C (4.253, 3.310, 0.461)
O (4.884, 3.814, -0.455)
O (4.714, 3.342, 1.715)
H (5.563, 3.810, 1.737)
O (2.991, 3.013, -2.081)
H (3.839, 3.443, -1.819)
H (0.797, 1.776, -2.147)
S (-0.850, -0.771, 0.742)
O (-1.205, -0.458, 2.089)
O (-1.679, -1.666, 0.004)
C (0.840, -1.411, 0.746)
C (1.494, -1.576, -0.454)
C (2.812, -2.021, -0.472)
C (3.463, -2.336, 0.726)
C (2.769, -2.192, 1.928)
C (1.470, -1.722, 1.939)
H (0.928, -1.588, 2.862)
H (3.268, -2.448, 2.849)
Cl (5.067, -2.927, 0.775)
N (3.450, -2.119, -1.774)
O (4.654, -2.093, -1.823)
O (2.713, -2.200, -2.729)
H (1.004, -1.360, -1.391)
H (-1.389, 1.753, -1.758)
H (-1.276, 0.006, -2.103)
H (-3.509, -0.581, -2.632)
H (-5.862, -0.841, -1.944)

Atoms 1-2, force components in eV/Å:
C -0.337 0.069 0.247
H -0.022 0.039 -0.086

=====

Number 1: DFT total energy -2078.27992 a.u.. Number 2: DFT total energy -1601.38981 a.u.. Number 3: DFT total energy -3072.11234 a.u.. Number 4: DFT total energy -15640.01418 a.u.. Number 5: DFT total energy -6844.33307 a.u.. Number 6: DFT total energy -2049.44185 a.u.. Number 7: DFT total energy -1568.69085 a.u.. Number 8: DFT total energy -2493.55225 a.u..